Record 1
The following is a quantum chemistry calculation of a structure of composition C26H21BrF4NOPTl, from the OMol25 dataset.

Results
Total charge: +3
Lowest unoccupied orbital energy in eV: -12.53
Largest force on an atom in Eh/bohr: 0.0132
E_HOMO in eV: -17.756

Element x y z (Å)
Tl: -0.049 0.380 -0.650
O: -2.174 -0.785 0.197
C: -2.844 -1.358 -0.960
C: -2.321 -2.746 -1.254
C: -0.808 -2.778 -1.508
C: -0.411 -2.045 -2.759
C: -0.403 -2.668 -3.996
C: -0.026 -1.959 -5.124
C: 0.336 -0.624 -4.998
C: 0.300 -0.054 -3.748
N: -0.069 -0.743 -2.649
H: -2.255 -1.415 0.926
H: -2.637 -0.670 -1.783
H: -3.921 -1.365 -0.798
H: -2.866 -3.135 -2.118
H: -2.555 -3.416 -0.422
H: -0.470 -3.812 -1.562
H: -0.279 -2.336 -0.656
H: -0.676 -3.713 -4.065
H: -0.004 -2.444 -6.091
H: 0.647 -0.038 -5.851
H: 0.579 0.984 -3.607
F: 0.667 1.276 7.401
C: 0.375 1.512 6.157
C: -0.054 2.777 5.775
F: -0.171 3.737 6.656
C: -0.365 3.006 4.446
F: -0.788 4.212 4.078
C: -0.250 1.996 3.488
P: -0.611 2.574 1.848
C: 0.533 3.710 1.203
C: 0.148 5.070 1.167
C: 1.075 6.009 0.758
C: 2.341 5.609 0.347
C: 2.718 4.262 0.382
C: 1.823 3.310 0.812
C: -2.252 2.847 1.560
C: -2.668 3.619 0.433
C: -3.996 3.916 0.284
C: -4.929 3.398 1.197
C: -4.543 2.590 2.274
C: -3.218 2.293 2.455
C: 0.187 0.724 3.886
Br: 0.379 -0.698 2.683
C: 0.490 0.490 5.211
F: 0.891 -0.694 5.611
H: -0.829 5.388 1.508
H: 0.807 7.057 0.762
H: 3.048 6.350 -0.002
H: 3.712 3.969 0.074
H: 2.126 2.270 0.867
H: -1.940 3.984 -0.282
H: -4.332 4.534 -0.537
H: -5.980 3.616 1.054
H: -5.289 2.205 2.955
H: -2.900 1.674 3.284


Record 2
The following is a quantum chemistry calculation of a structure of composition C26H21Cl2IrN7O2S3, from the OMol25 dataset.

Results
Total charge: +1
Lowest unoccupied orbital energy (alpha / beta) in eV: -2.16 / -5.36
Largest force on an atom in Eh/bohr: 0.0706
E_HOMO (alpha / beta) in eV: -10.463 / -10.532
Multiplicity: 5

Element x y z (Å)
Ir: 1.106 -0.545 -0.366
C: 4.484 -1.027 0.974
N: 3.717 0.148 0.660
C: 4.201 1.065 -0.389
C: 3.134 1.653 -1.282
N: 1.885 1.167 -1.365
C: 1.241 1.975 -2.353
C: -0.052 1.845 -2.833
C: -0.408 2.811 -3.782
C: 0.506 3.765 -4.272
C: 1.799 3.881 -3.746
C: 2.142 2.943 -2.793
N: 3.271 2.751 -2.039
C: 3.587 -2.236 1.007
N: 2.303 -2.163 0.524
C: 1.695 -3.378 0.801
C: 0.385 -3.835 0.515
C: 0.084 -5.117 0.892
C: 1.115 -5.971 1.441
C: 2.427 -5.579 1.745
C: 2.664 -4.203 1.406
N: 3.868 -3.452 1.554
H: 5.016 -0.925 1.915
H: 5.309 -1.112 0.253
H: 3.322 0.601 1.499
H: 4.861 0.507 -1.055
H: 4.767 1.847 0.032
H: -0.631 1.008 -2.510
H: -1.423 2.780 -4.212
H: 0.063 4.502 -5.004
H: 2.436 4.691 -4.070
H: 4.166 3.155 -2.235
H: -0.328 -3.168 0.029
H: -0.854 -5.622 0.692
H: 0.782 -7.005 1.650
H: 3.171 -6.184 2.186
H: 4.691 -3.781 2.043
Cl: -1.753 -3.780 -2.829
C: -0.724 -2.560 -3.576
Cl: -1.621 -1.302 -4.511
C: 0.193 -1.861 -2.605
O: 1.398 -1.713 -2.843
O: -0.354 -1.446 -1.495
H: -0.077 -3.032 -4.293
S: -4.684 2.141 -0.624
C: -3.583 1.445 0.278
S: -2.230 0.478 -0.317
C: -1.440 0.620 1.317
N: -2.231 1.230 2.120
N: -3.419 1.528 1.675
C: -4.392 2.198 2.522
C: -4.083 3.418 3.086
C: -5.092 3.907 3.964
C: -6.245 3.191 4.247
C: -6.409 1.951 3.701
C: -5.524 1.464 2.808
S: 0.068 0.001 1.680
H: -3.200 3.865 2.718
H: -5.058 4.932 4.415
H: -6.989 3.575 4.922
H: -7.311 1.403 3.814
H: -5.741 0.551 2.313


Record 3
The following is a quantum chemistry calculation of a structure of composition C26H21F5N6SV, from the OMol25 dataset.

Results
Total charge: 0
Lowest unoccupied orbital energy (alpha / beta) in eV: 0.19 / 0.19
Largest force on an atom in Eh/bohr: 0.0454
E_HOMO (alpha / beta) in eV: -6.091 / -5.405
Multiplicity: 2

Element x y z (Å)
V: -0.859 1.128 -0.610
C: 3.171 1.381 5.255
C: 2.347 0.994 4.055
C: 1.690 -0.232 3.980
C: 0.905 -0.563 2.896
C: 0.745 0.295 1.792
N: -0.057 -0.015 0.709
C: -0.507 -1.341 0.540
C: 0.389 -2.403 0.431
C: -0.045 -3.696 0.202
C: -1.400 -3.981 0.065
C: -1.887 -5.376 -0.231
C: -2.298 -2.931 0.163
C: -1.871 -1.635 0.402
N: -2.843 -0.597 0.497
C: -4.130 -0.714 0.901
C: -4.677 0.543 0.918
C: -3.636 1.396 0.524
N: -2.530 0.703 0.253
C: 1.402 1.535 1.885
C: 2.167 1.868 2.998
N: 1.300 2.506 0.846
C: 2.235 3.435 0.535
C: 1.687 4.290 -0.386
C: 0.391 3.806 -0.594
N: 0.156 2.712 0.144
H: 3.643 0.507 5.705
H: 2.553 1.853 6.024
H: 3.955 2.088 4.983
H: 1.780 -0.933 4.804
H: 0.387 -1.512 2.881
H: 1.446 -2.182 0.518
H: 0.683 -4.494 0.107
H: -1.161 -6.122 0.089
H: -2.056 -5.509 -1.302
H: -2.830 -5.576 0.280
H: -3.354 -3.128 0.013
H: -4.551 -1.664 1.180
H: -5.679 0.815 1.201
H: -3.624 2.470 0.450
H: 2.620 2.851 3.046
H: 3.218 3.412 0.971
H: 2.158 5.141 -0.847
H: -0.376 4.195 -1.240
F: 4.013 -0.531 -5.183
C: 2.814 -0.490 -4.598
C: 2.615 0.255 -3.454
F: 3.622 0.954 -2.921
C: 1.365 0.275 -2.870
F: 1.225 1.041 -1.754
C: 0.265 -0.429 -3.345
S: -1.272 -0.449 -2.539
C: 0.508 -1.151 -4.518
F: -0.485 -1.846 -5.079
C: 1.746 -1.192 -5.128
F: 1.924 -1.913 -6.238
N: -2.098 2.455 -2.132
H: -2.542 3.344 -1.925
H: -2.819 1.786 -2.381
H: -1.537 2.573 -2.970


Record 4
The following is a quantum chemistry calculation of a structure of composition C26H21I2N4O6Ti, from the OMol25 dataset.

Results
Total charge: +1
Lowest unoccupied orbital energy in eV: -3.95
Largest force on an atom in Eh/bohr: 0.0058
E_HOMO in eV: -11.489

Element x y z (Å)
Ti: -0.097 -0.318 0.039
C: -3.800 -2.758 -0.600
C: -3.605 -2.338 0.821
N: -4.567 -2.544 1.698
C: -4.390 -2.174 2.975
C: -3.247 -1.585 3.466
C: -3.141 -1.211 4.921
O: -2.037 -1.834 5.569
C: -2.206 -1.345 2.544
C: -0.937 -0.798 2.976
N: 0.018 -0.415 2.196
C: 1.221 0.030 2.834
C: 1.206 0.855 3.950
C: 2.402 1.216 4.552
C: 3.610 0.762 4.044
C: 3.634 -0.037 2.910
C: 2.437 -0.388 2.310
I: 2.427 -1.473 0.527
C: -2.402 -1.721 1.222
O: -1.435 -1.523 0.321
H: -4.775 -3.226 -0.703
H: -3.025 -3.461 -0.909
H: -3.741 -1.896 -1.268
H: -5.226 -2.370 3.638
H: -4.081 -1.444 5.425
H: -2.980 -0.137 5.036
H: -2.226 -2.773 5.674
H: -0.772 -0.758 4.049
H: 0.267 1.236 4.329
H: 2.387 1.864 5.417
H: 4.539 1.046 4.518
H: 4.576 -0.371 2.497
I: 2.544 3.231 -6.089
C: 1.882 3.130 -4.120
C: 0.776 3.870 -3.722
C: 0.290 3.727 -2.432
C: 0.899 2.838 -1.553
C: 2.033 2.136 -1.947
C: 2.535 2.288 -3.229
C: 0.244 2.582 -0.238
O: -0.533 3.297 0.317
O: 0.592 1.361 0.268
H: 0.287 4.539 -4.417
H: -0.581 4.281 -2.105
H: 2.519 1.462 -1.253
H: 3.421 1.748 -3.536
C: 2.400 -1.412 -4.931
N: 1.354 -0.890 -4.046
C: 0.389 -0.056 -4.504
C: -0.583 0.463 -3.710
C: -0.499 0.100 -2.351
O: -1.236 0.531 -1.389
N: 0.442 -0.751 -1.903
C: 1.418 -1.276 -2.710
O: 2.288 -2.024 -2.305
H: 2.238 -1.008 -5.926
H: 2.354 -2.498 -4.955
H: 3.376 -1.109 -4.560
H: 0.450 0.184 -5.557
H: -1.335 1.141 -4.075


Record 5
The following is a quantum chemistry calculation of the ion C26H21N2O with charge +1, from the OMol25 dataset.

Results
SMILES string: N#C[C@@H]([C@H](c1ccccc1)c1ccc(Oc2ccccc2)cc1)[n+]1ccccc1
Total charge: +1
Lowest unoccupied orbital energy in eV: -4.52
Largest force on an atom in Eh/bohr: 0.0682
E_HOMO in eV: -11.350

Element x y z (Å)
C: -2.088 0.810 0.327
C: -3.476 1.130 0.612
N: -4.616 1.377 0.727
N: -1.940 1.039 -1.221
C: -0.827 1.658 -1.660
C: -0.569 1.830 -3.016
C: -1.524 1.439 -3.964
C: -2.753 0.994 -3.481
C: -2.967 0.858 -2.107
H: -1.451 1.607 0.799
H: -0.204 2.040 -0.864
H: 0.393 2.252 -3.287
H: -1.293 1.485 -5.040
H: -3.563 0.733 -4.173
H: -3.961 0.677 -1.706
C: 5.145 1.263 -2.197
C: 5.082 1.131 -0.805
C: 4.618 -0.051 -0.222
C: 4.210 -1.091 -1.062
O: 3.568 -2.221 -0.533
C: 2.274 -2.037 -0.038
C: 1.185 -2.290 -0.873
C: -0.063 -1.801 -0.524
C: -0.271 -1.068 0.654
C: -1.698 -0.551 0.912
C: -2.170 -0.435 2.384
C: -3.471 -0.856 2.697
C: -4.052 -0.530 3.919
C: -3.297 0.125 4.902
C: -1.956 0.407 4.644
C: -1.398 0.154 3.385
C: 0.766 -1.119 1.594
C: 2.052 -1.518 1.234
C: 4.338 -1.009 -2.452
C: 4.773 0.190 -3.017
H: 5.481 2.203 -2.645
H: 5.386 1.960 -0.161
H: 4.547 -0.175 0.856
H: 1.335 -2.808 -1.819
H: -0.934 -2.055 -1.128
H: -2.351 -1.316 0.443
H: -4.034 -1.417 1.943
H: -5.104 -0.768 4.088
H: -3.757 0.400 5.853
H: -1.335 0.853 5.417
H: -0.368 0.450 3.202
H: 0.593 -0.947 2.650
H: 2.884 -1.426 1.925
H: 4.046 -1.860 -3.063
H: 4.817 0.285 -4.106


Record 6
The following is a quantum chemistry calculation of a structure of composition C26H22BN5O3Zn, from the OMol25 dataset.

Results
Total charge: -2
Lowest unoccupied orbital energy in eV: 4.66
Largest force on an atom in Eh/bohr: 0.0121
E_HOMO in eV: 0.647

Element x y z (Å)
Zn: 0.401 0.356 -1.657
C: -5.707 2.684 -1.262
C: -4.394 2.236 -0.675
C: -3.470 3.148 -0.167
C: -2.235 2.733 0.287
C: -1.844 1.384 0.287
N: -0.593 1.006 0.717
C: -0.236 1.275 1.963
C: -1.161 1.530 3.033
C: -0.780 1.719 4.342
C: 0.558 1.675 4.739
C: 0.974 1.789 6.180
C: 1.485 1.461 3.725
C: 1.135 1.305 2.393
N: 2.211 1.243 1.455
C: 3.415 1.846 1.609
C: 4.213 1.441 0.565
C: 3.386 0.593 -0.192
N: 2.184 0.483 0.351
C: -2.788 0.481 -0.224
C: -4.023 0.902 -0.701
N: -2.508 -0.914 -0.270
C: -3.348 -1.918 0.068
C: -2.678 -3.100 -0.158
C: -1.414 -2.695 -0.632
N: -1.330 -1.377 -0.700
H: -6.013 3.646 -0.844
H: -6.503 1.962 -1.062
H: -5.637 2.804 -2.347
H: -3.709 4.207 -0.166
H: -1.508 3.457 0.631
H: -2.213 1.555 2.777
H: -1.551 1.889 5.091
H: 0.242 2.365 6.753
H: 1.939 2.295 6.280
H: 1.072 0.814 6.673
H: 2.538 1.406 3.986
H: 3.592 2.539 2.412
H: 5.223 1.754 0.355
H: 3.587 0.106 -1.133
H: -4.690 0.165 -1.137
H: -4.329 -1.707 0.459
H: -3.043 -4.099 0.013
H: -0.570 -3.287 -0.946
O: -0.366 1.769 -2.401
O: 2.638 -1.132 -3.344
B: 1.578 -1.317 -2.370
O: 1.431 -2.749 -2.277
C: 2.306 -3.335 -3.124
C: 2.517 -4.673 -3.372
C: 3.505 -5.007 -4.306
C: 4.239 -4.023 -4.953
C: 4.017 -2.666 -4.695
C: 3.043 -2.344 -3.774
H: 1.937 -5.430 -2.861
H: 3.698 -6.050 -4.526
H: 4.996 -4.310 -5.673
H: 4.581 -1.890 -5.197